Entry 1:
{
  "formula": "C3H7N3O",
  "method": "ωB97M-V/def2-TZVPD",
  "smiles": "[H]/N=C(\\N)NC(C)=O",
  "homo_energy_ev": -8.8,
  "de_lowest_kcal_mol": 41.39,
  "elements": ["H", "N", "C", "N", "N", "C", "C", "O", "H", "H", "H", "H", "H", "H"],
  "xyz": [[-1.9942, 1.3856, 0.0135], [-1.1167, 0.9562, 0.2922], [-1.0864, -0.3497, 0.2962], [-2.1203, -1.1680, -0.0110], [0.1830, -0.7689, 0.4054], [0.9694, 0.6124, 0.5370], [1.9440, 0.6743, -0.6158], [1.1698, 1.1901, 1.5822], [-3.0478, -0.7713, -0.0045], [-1.9277, -2.1059, -0.3249], [0.4409, -1.7379, 0.4870], [2.7452, -0.0464, -0.4393], [2.3874, 1.6724, -0.6530], [1.4533, 0.4570, -1.5649]]
}


Entry 2:
{
  "formula": "C35H84F6N5O3P",
  "method": "ωB97M-V/def2-TZVPD",
  "homo_energy_ev": -18.3,
  "total_charge": 4,
  "elements": ["C", "C", "O", "N", "H", "H", "C", "H", "H", "H", "H", "H", "H", "C", "N", "C", "C", "C", "C", "O", "H", "H", "H", "H", "H", "H", "H", "H", "H", "H", "H", "H", "H", "H", "C", "N", "C", "C", "C", "C", "O", "H", "H", "H", "H", "H", "H", "H", "H", "H", "H", "H", "H", "H", "H", "C", "C", "C", "C", "N", "C", "C", "C", "C", "C", "C", "C", "H", "H", "H", "H", "H", "H", "H", "H", "H", "H", "H", "H", "H", "H", "H", "H", "H", "H", "H", "H", "H", "H", "H", "H", "C", "C", "C", "C", "N", "C", "C", "C", "C", "C", "C", "C", "H", "H", "H", "H", "H", "H", "H", "H", "H", "H", "H", "H", "H", "H", "H", "H", "H", "H", "H", "H", "H", "H", "H", "H", "P", "F", "F", "F", "F", "F", "F"],
  "xyz": [[-17.6628, 8.2338, 17.6597], [-17.7309, 7.6263, 16.2645], [-18.5048, 7.9878, 15.4645], [-16.6767, 6.6028, 15.8741], [-16.3915, 7.1588, 15.0551], [-15.8105, 6.6262, 16.4604], [-17.1383, 5.1856, 15.6392], [-18.6649, 8.4544, 18.0146], [-17.0499, 9.1357, 17.6898], [-17.1677, 7.5631, 18.3661], [-17.3084, 4.8179, 16.6479], [-16.3852, 4.6400, 15.0843], [-18.0954, 5.2087, 15.1247], [-9.7126, 11.7296, 18.5337], [-10.4019, 10.6200, 17.7380], [-9.6024, 9.3252, 17.7549], [-11.7764, 10.4585, 18.3043], [-10.4973, 10.9742, 16.2550], [-11.2934, 12.1848, 15.8973], [-10.6350, 13.3799, 16.2634], [-9.9901, 11.6643, 19.5834], [-10.1504, 12.6674, 18.1985], [-8.6535, 11.6186, 18.3334], [-8.5346, 9.4859, 17.6398], [-9.9843, 8.7040, 16.9526], [-9.8192, 8.9210, 18.7410], [-11.8904, 10.0601, 19.3094], [-12.3166, 9.8524, 17.5810], [-12.2074, 11.4571, 18.3646], [-10.9626, 10.1486, 15.7189], [-9.4510, 11.0934, 15.9775], [-12.3481, 12.2145, 16.1988], [-11.3830, 12.2445, 14.8033], [-10.9207, 14.1754, 15.8076], [-11.0373, 0.1195, 19.2774], [-11.4997, 1.5524, 19.1086], [-11.5149, 1.9135, 17.6266], [-12.8648, 1.6705, 19.6802], [-10.4520, 2.3980, 19.8403], [-10.8214, 3.8484, 20.2078], [-10.5293, 4.7436, 19.1702], [-10.0860, -0.0930, 18.7953], [-11.7592, -0.5127, 18.7600], [-11.0453, -0.0358, 20.3511], [-10.5743, 1.5436, 17.2285], [-11.5859, 2.9982, 17.5834], [-12.3825, 1.3765, 17.2513], [-13.2247, 2.6694, 19.4276], [-12.8040, 1.6519, 20.7669], [-13.5613, 0.9363, 19.2865], [-9.6094, 2.2853, 19.1581], [-10.1413, 1.8611, 20.7353], [-10.1456, 3.9393, 21.0705], [-11.7879, 3.9707, 20.7000], [-11.1390, 5.4934, 19.2822], [-16.8910, 3.9925, 21.0878], [-15.4931, 4.1057, 21.7260], [-15.2254, 5.5858, 22.0691], [-15.7389, 6.0881, 23.3869], [-15.4055, 7.5444, 23.6903], [-15.9311, 7.9157, 25.0860], [-14.7571, 7.8613, 26.0473], [-13.6138, 8.3462, 25.1847], [-13.9003, 7.6061, 23.8858], [-15.8704, 8.5005, 22.6028], [-17.3287, 8.3037, 22.1886], [-17.5904, 9.2437, 21.0111], [-16.7876, 4.3783, 20.0723], [-17.5454, 4.6517, 21.6592], [-17.3224, 2.9972, 21.0098], [-14.7866, 3.8231, 20.9441], [-15.2962, 3.5613, 22.6518], [-15.5226, 6.1472, 21.1759], [-14.1389, 5.7328, 22.0189], [-15.3622, 5.4689, 24.2034], [-16.8205, 6.0008, 23.5059], [-16.1480, 8.9824, 24.9872], [-16.8841, 7.4263, 25.2649], [-15.0112, 8.4527, 26.9297], [-14.5558, 6.9022, 26.5341], [-13.7214, 9.4256, 25.0692], [-12.6185, 8.0357, 25.4917], [-13.3904, 8.1659, 23.0997], [-13.4429, 6.6231, 23.9652], [-15.2197, 8.3311, 21.7456], [-15.6387, 9.4884, 22.9965], [-18.0924, 8.5490, 22.9270], [-17.5860, 7.3036, 21.8351], [-18.6587, 9.2798, 20.8054], [-17.1120, 8.9736, 20.0672], [-17.1540, 10.2324, 21.1726], [-9.1392, -2.4327, 12.8422], [-9.4432, -1.2269, 13.7364], [-9.9153, -0.0415, 12.9136], [-10.2759, 1.1308, 13.8188], [-10.6631, 2.4077, 13.1199], [-11.2755, 3.4114, 14.1585], [-12.7813, 3.2667, 14.0590], [-13.0413, 2.1768, 13.0157], [-11.8101, 2.2373, 12.1454], [-9.4349, 3.1239, 12.4766], [-8.3208, 3.4150, 13.4736], [-7.3831, 4.4905, 12.8978], [-8.5404, -3.1530, 13.4011], [-8.4367, -2.1397, 12.0546], [-9.9640, -2.9384, 12.3468], [-8.6240, -1.0628, 14.4418], [-10.2053, -1.5570, 14.4576], [-10.6739, -0.3976, 12.2152], [-9.0894, 0.2631, 12.2601], [-9.4530, 1.3064, 14.5093], [-11.1373, 0.8201, 14.4157], [-10.9489, 4.3687, 13.7672], [-10.8274, 3.1832, 15.1210], [-13.1082, 4.1932, 13.5778], [-13.4322, 3.1634, 14.9245], [-13.9432, 2.3750, 12.4337], [-13.2252, 1.1528, 13.3468], [-11.7496, 3.1255, 11.5077], [-11.5752, 1.4747, 11.4032], [-9.8273, 4.0430, 12.0458], [-9.2170, 2.3939, 11.7005], [-7.7376, 2.5066, 13.6428], [-8.5687, 3.7290, 14.4885], [-7.2324, 4.5152, 11.8209], [-6.4241, 4.3594, 13.3978], [-7.7434, 5.4796, 13.1894], [-13.6089, 6.4588, 18.1814], [-15.0143, 5.6608, 18.3893], [-14.2459, 7.0982, 16.7980], [-14.2897, 7.5966, 19.1145], [-12.2622, 7.3167, 17.9162], [-12.9746, 5.8163, 19.5333], [-12.9815, 5.2421, 17.3458]]
}


Entry 3:
{
  "formula": "C4H6O2Yb",
  "method": "ωB97M-V/def2-TZVPD",
  "homo_energy_ev": [-22.5, -22.4],
  "total_charge": 3,
  "de_lowest_kcal_mol": 76.91,
  "spin_multiplicity": 2,
  "elements": ["O", "C", "O", "C", "C", "H", "H", "H", "H", "H", "Yb", "C", "H"],
  "xyz": [[0.1604, 0.5401, 0.1486], [1.2801, 0.1045, -0.1838], [1.6854, -0.5885, -1.1741], [-1.0469, -0.2980, -0.0468], [-2.2535, 0.5793, 0.1253], [-0.9658, -0.7158, -1.0563], [-0.9987, -1.1001, 0.6974], [-2.3091, 1.3370, -0.6662], [-3.1436, -0.0602, 0.0568], [-2.2552, 1.0680, 1.1079], [4.6921, 1.0805, 0.1022], [2.6001, -0.4986, 0.1717], [2.5546, -1.4481, 0.7174]]
}


Entry 4:
{
  "formula": "C24H46FIN2O9S3",
  "method": "ωB97M-V/def2-TZVPD",
  "homo_energy_ev": -7.5,
  "de_lowest_kcal_mol": 2.83,
  "elements": ["C", "C", "O", "N", "H", "H", "C", "H", "H", "H", "H", "H", "H", "C", "C", "O", "N", "H", "H", "C", "H", "H", "H", "H", "H", "H", "I", "O", "H", "F", "C", "C", "C", "C", "C", "C", "H", "H", "H", "H", "H", "C", "C", "C", "S", "O", "O", "C", "H", "H", "H", "H", "H", "H", "H", "H", "C", "C", "C", "S", "O", "O", "C", "H", "H", "H", "H", "H", "H", "H", "H", "C", "C", "C", "S", "O", "O", "C", "H", "H", "H", "H", "H", "H", "H", "H"],
  "xyz": [[38.7100, -8.6672, 19.4719], [39.9918, -7.9402, 19.2031], [40.7144, -7.3406, 19.9868], [40.5305, -8.1309, 17.7727], [39.9986, -8.6896, 17.1504], [40.3972, -7.2326, 17.5832], [42.0183, -8.3871, 17.5952], [38.2000, -8.8117, 18.5393], [38.2245, -7.7731, 20.0317], [38.9508, -9.2797, 20.4333], [42.3571, -8.2301, 16.6404], [42.4885, -9.3294, 17.8788], [42.7131, -7.6984, 18.1784], [39.5466, -2.2401, 16.3176], [39.0373, -2.4299, 17.7624], [38.4104, -1.5246, 18.4315], [39.2496, -3.7849, 18.5053], [38.3668, -4.2732, 18.7054], [39.7309, -4.2725, 17.8799], [39.9082, -3.4998, 19.7743], [39.9345, -1.2633, 16.0836], [38.6996, -2.0861, 15.4797], [40.3280, -2.9808, 15.9246], [39.0607, -3.3072, 20.5535], [40.4576, -2.6240, 19.8121], [40.3044, -4.3930, 20.1666], [36.2939, -5.4710, 19.3820], [40.3299, -5.4676, 16.9284], [40.7956, -4.9319, 16.3354], [33.9331, 1.6739, 16.4102], [34.6116, 0.5696, 16.2225], [35.3976, 0.5941, 15.0193], [36.1171, -0.5200, 14.5616], [35.7687, -1.8060, 15.2342], [35.0381, -1.7877, 16.4902], [34.3305, -0.6318, 16.8194], [35.5132, 1.5545, 14.6221], [36.6820, -0.5550, 13.6133], [36.3497, -2.7264, 15.0146], [35.0014, -2.7729, 17.0635], [33.7207, -0.5724, 17.6602], [35.6688, -1.3830, 21.2709], [35.6446, 0.0599, 21.7377], [36.6505, 0.2101, 22.6602], [36.6413, -1.2358, 23.6614], [35.7721, -1.0655, 24.7311], [38.0133, -1.7419, 23.9160], [35.8278, -2.2487, 22.4456], [36.5544, -1.4987, 20.4546], [34.7875, -1.5508, 20.7659], [34.7857, 0.1697, 22.3193], [36.0621, 0.8091, 21.0687], [36.4036, 1.0838, 23.2903], [37.5885, 0.4788, 22.3468], [34.7485, -2.4682, 22.8465], [36.4569, -3.2359, 22.1869], [38.2661, -5.1676, 25.7500], [37.7397, -6.1676, 24.6879], [38.8025, -6.7116, 23.9957], [39.9297, -5.4017, 23.7977], [39.6051, -4.6274, 22.6293], [41.2527, -6.0450, 23.9136], [39.5541, -4.6187, 25.2439], [38.3385, -5.7832, 26.5806], [37.3670, -4.5318, 25.8280], [37.1316, -5.6360, 24.1384], [37.1575, -7.0304, 25.0976], [38.6420, -7.1046, 23.0136], [39.2171, -7.5596, 24.4615], [39.2764, -3.6243, 24.7959], [40.5026, -4.6118, 25.8914], [43.4772, -4.7617, 19.4233], [44.1442, -3.6825, 20.1874], [43.6737, -2.4454, 19.6024], [43.6713, -2.7654, 17.9185], [44.9240, -2.4000, 17.4030], [42.4951, -2.1617, 17.3258], [43.5918, -4.5366, 18.0835], [42.5268, -4.6873, 19.9282], [43.7930, -5.8516, 19.8522], [45.1789, -3.8210, 20.0802], [43.8876, -3.9693, 21.1877], [44.5467, -1.6732, 19.7943], [42.7067, -2.1515, 19.9402], [44.5464, -4.9563, 17.7342], [42.8051, -4.8299, 17.2247]]
}